1.
Entry from the Open Molecules 2025 dataset: 2 unconnected molecules or ions with the total composition C6H14NO2 in a non-equilibrium geometry (ωB97M-V/def2-TZVPD).

The charge is -1. The value obtained for the LUMO energy is 3.6 eV. The HOMO-LUMO gap is 6.142 eV.

CARTESIAN COORDINATES (ANGSTROEM)
1 C -1.051 -0.794 0.204
2 N -0.059 -0.575 1.301
3 C 0.308 -1.906 1.836
4 O 1.061 -2.668 1.042
5 C -1.289 0.374 -0.716
6 C -0.341 0.422 -1.915
7 C 1.100 0.168 -1.583
8 C 2.039 1.110 -1.540
9 H -1.934 -1.251 0.671
10 H -0.708 -1.719 -0.306
11 H 0.729 -0.138 0.835
12 H 0.766 -1.699 2.848
13 H -0.649 -2.390 2.149
14 H -2.313 0.254 -1.078
15 H -1.435 1.308 -0.162
16 H -0.667 -0.434 -2.522
17 H -0.471 1.231 -2.637
18 H 1.328 -0.800 -1.142
19 H 1.822 2.074 -1.994
20 H 3.017 0.958 -1.121
21 H -0.553 1.516 2.362
22 H -0.292 2.496 1.258
23 O -0.409 2.464 2.211

How is the electron density shared among the atoms? According to Löwdin, the charges in e are:
1. C -0.27
2. N -0.07
3. C -0.60
4. O -0.34
5. C -0.21
6. C -0.22
7. C -0.19
8. C -0.01
9. H 0.10
10. H 0.11
11. H 0.07
12. H 0.07
13. H 0.07
14. H 0.10
15. H 0.09
16. H 0.11
17. H 0.10
18. H 0.10
19. H 0.05
20. H 0.04
21. H 0.01
22. H 0.00
23. O -0.10

2.
Entry from the Open Molecules 2025 dataset: 7 unconnected molecules or ions with the total composition C45H100F4N7O8S4 in a non-equilibrium geometry (ωB97M-V/def2-TZVPD).

The charge is +3. The value obtained for the LUMO energy is -6.0 eV. The HOMO-LUMO gap is 6.108 eV.

CARTESIAN COORDINATES (ANGSTROEM)
1 C 3.962 4.916 -1.282
2 C 3.889 4.868 0.160
3 C 3.255 3.579 0.602
4 N 3.695 3.080 2.042
5 C 5.146 2.539 2.237
6 C 5.347 1.163 1.593
7 C 4.416 0.120 2.071
8 C 2.969 0.552 2.077
9 C 2.656 2.008 2.491
10 C 3.348 4.265 3.055
11 H 3.004 5.292 -1.640
12 H 4.218 4.084 -1.939
13 H 4.591 5.775 -1.516
14 H 3.465 5.764 0.613
15 H 4.907 4.937 0.543
16 H 3.282 2.712 -0.058
17 H 2.189 3.718 0.785
18 H 5.735 3.341 1.792
19 H 5.295 2.510 3.317
20 H 5.186 1.172 0.515
21 H 6.348 0.766 1.765
22 H 4.583 -0.670 1.339
23 H 4.732 -0.251 3.046
24 H 2.651 0.369 1.050
25 H 2.340 0.011 2.784
26 H 1.688 2.317 2.097
27 H 2.495 2.097 3.565
28 H 2.357 4.702 2.931
29 H 4.137 5.015 3.008
30 H 3.465 3.956 4.094
31 C -1.336 0.523 3.509
32 C -2.455 0.018 4.409
33 C -2.920 1.115 5.341
34 N -3.977 0.727 6.413
35 C -3.216 -0.220 7.406
36 C -4.136 -0.632 8.593
37 C -4.709 0.503 9.332
38 C -5.405 1.612 8.405
39 C -4.498 1.963 7.229
40 C -5.138 -0.098 5.787
41 H -0.471 0.672 4.154
42 H -1.742 1.418 3.037
43 H -1.129 -0.241 2.759
44 H -1.942 -0.824 4.874
45 H -3.269 -0.473 3.875
46 H -3.436 1.917 4.813
47 H -2.202 1.667 5.948
48 H -2.373 0.377 7.756
49 H -2.887 -1.112 6.875
50 H -3.484 -1.282 9.175
51 H -5.033 -1.163 8.273
52 H -4.034 0.916 10.082
53 H -5.414 0.074 10.044
54 H -5.584 2.537 8.951
55 H -6.415 1.306 8.130
56 H -3.582 2.524 7.418
57 H -5.096 2.559 6.540
58 H -5.916 0.052 6.536
59 H -4.914 -1.154 5.639
60 H -5.384 0.455 4.881
61 C 3.937 2.392 -5.153
62 C 2.553 2.629 -4.442
63 C 1.743 3.972 -4.858
64 N 0.229 4.171 -4.411
65 C 0.199 3.947 -2.853
66 C -1.229 4.372 -2.270
67 C -1.467 5.872 -2.566
68 C -1.449 6.086 -4.066
69 C -0.070 5.658 -4.783
70 C -0.760 3.118 -5.170
71 H 3.775 2.584 -6.214
72 H 4.323 1.380 -5.025
73 H 4.684 3.099 -4.793
74 H 2.782 2.662 -3.377
75 H 1.906 1.781 -4.669
76 H 1.761 4.015 -5.947
77 H 2.275 4.878 -4.567
78 H 0.911 4.640 -2.405
79 H 0.489 2.919 -2.635
80 H -1.480 4.236 -1.218
81 H -2.025 3.775 -2.716
82 H -0.698 6.477 -2.085
83 H -2.401 6.171 -2.091
84 H -1.755 7.130 -4.131
85 H -2.336 5.578 -4.445
86 H 0.706 6.386 -4.544
87 H -0.008 5.631 -5.871
88 H -0.335 3.170 -6.173
89 H -1.633 3.714 -5.434
90 H -0.767 2.129 -4.711
91 C -2.833 -4.987 5.250
92 C -1.945 -5.599 4.113
93 C -0.548 -4.888 4.065
94 N 0.503 -5.507 3.139
95 C 1.745 -4.619 3.355
96 C 1.648 -3.126 2.879
97 C 1.206 -3.173 1.426
98 C -0.142 -3.989 1.142
99 C 0.044 -5.421 1.648
100 C 0.997 -6.937 3.482
101 H -3.031 -3.931 5.067
102 H -2.332 -5.032 6.217
103 H -3.815 -5.442 5.380
104 H -2.472 -5.745 3.171
105 H -1.912 -6.661 4.358
106 H -0.099 -4.875 5.058
107 H -0.796 -3.840 3.895
108 H 2.015 -4.720 4.407
109 H 2.564 -5.094 2.816
110 H 0.906 -2.588 3.469
111 H 2.663 -2.752 3.020
112 H 0.933 -2.160 1.133
113 H 1.980 -3.476 0.720
114 H -1.077 -3.579 1.524
115 H -0.292 -4.112 0.070
116 H -0.779 -6.099 1.424
117 H 0.880 -5.812 1.068
118 H 0.112 -7.571 3.431
119 H 1.282 -6.921 4.534
120 H 1.862 -7.197 2.872
121 C 0.158 -0.539 -7.064
122 C -1.041 -1.358 -6.537
123 C -1.281 -1.071 -5.066
124 N -2.730 -1.425 -4.620
125 C -3.159 -2.958 -4.881
126 C -2.230 -3.963 -4.291
127 C -2.369 -3.835 -2.754
128 C -2.078 -2.417 -2.255
129 C -2.833 -1.257 -3.059
130 C -3.768 -0.469 -5.298
131 H 1.083 -0.624 -6.495
132 H -0.165 0.502 -7.083
133 H 0.443 -0.917 -8.045
134 H -0.674 -2.384 -6.497
135 H -1.943 -1.430 -7.143
136 H -1.205 -0.007 -4.843
137 H -0.681 -1.597 -4.323
138 H -3.155 -2.959 -5.970
139 H -4.165 -3.109 -4.488
140 H -1.188 -3.961 -4.609
141 H -2.479 -4.987 -4.567
142 H -1.795 -4.513 -2.123
143 H -3.434 -4.032 -2.631
144 H -0.999 -2.272 -2.216
145 H -2.439 -2.328 -1.230
146 H -2.455 -0.279 -2.764
147 H -3.871 -1.347 -2.739
148 H -3.798 -0.497 -6.388
149 H -3.506 0.551 -5.017
150 H -4.760 -0.795 -4.987
151 N -0.016 0.561 -2.070
152 S 1.261 -0.155 -1.920
153 O 1.102 -1.439 -1.226
154 O 2.520 0.609 -1.720
155 F 1.468 -0.626 -3.438
156 S -0.406 0.905 -0.490
157 O 0.411 1.918 0.178
158 O -0.929 -0.170 0.343
159 F -1.742 1.743 -0.903
160 N 5.298 -3.247 -5.652
161 S 5.509 -3.332 -7.180
162 O 6.020 -2.120 -7.826
163 O 4.764 -4.380 -7.901
164 F 6.903 -4.192 -6.946
165 S 3.852 -2.415 -5.947
166 O 2.679 -3.183 -6.405
167 O 3.970 -0.971 -6.327
168 F 3.468 -2.394 -4.415

Löwdin population analysis, charges in e, atoms 1 to 99:
1. C -0.10
2. C -0.26
3. C -0.08
4. N -0.18
5. C -0.04
6. C -0.17
7. C -0.21
8. C -0.14
9. C -0.11
10. C 0.03
11. H 0.07
12. H 0.09
13. H 0.10
14. H 0.13
15. H 0.11
16. H 0.12
17. H 0.11
18. H 0.12
19. H 0.14
20. H 0.13
21. H 0.14
22. H 0.13
23. H 0.12
24. H 0.10
25. H 0.11
26. H 0.09
27. H 0.12
28. H 0.11
29. H 0.10
30. H 0.10
31. C -0.09
32. C -0.25
33. C -0.12
34. N -0.24
35. C -0.08
36. C -0.18
37. C -0.18
38. C -0.12
39. C -0.08
40. C 0.05
41. H 0.08
42. H 0.09
43. H 0.06
44. H 0.10
45. H 0.12
46. H 0.14
47. H 0.13
48. H 0.14
49. H 0.11
50. H 0.13
51. H 0.12
52. H 0.12
53. H 0.12
54. H 0.13
55. H 0.11
56. H 0.14
57. H 0.13
58. H 0.09
59. H 0.11
60. H 0.11
61. C -0.05
62. C -0.19
63. C -0.08
64. N -0.19
65. C -0.06
66. C -0.16
67. C -0.21
68. C -0.15
69. C -0.05
70. C 0.09
71. H 0.08
72. H 0.07
73. H 0.07
74. H 0.06
75. H 0.09
76. H 0.12
77. H 0.12
78. H 0.11
79. H 0.08
80. H 0.10
81. H 0.10
82. H 0.12
83. H 0.12
84. H 0.12
85. H 0.10
86. H 0.13
87. H 0.13
88. H 0.09
89. H 0.09
90. H 0.08
91. C -0.09
92. C -0.20
93. C -0.12
94. N -0.22
95. C -0.11
96. C -0.14
97. C -0.16
98. C -0.12
99. C -0.10

3.
Entry from the Open Molecules 2025 dataset: a molecular structure, C12Cl10Mn (ωB97M-V/def2-TZVPD).

The charge is +2. The value obtained for the LUMO energy (alpha / beta) is -11.5 / -9.8 eV. As for the spin multiplicity: 2. The HOMO-LUMO gap (alpha / beta) is 3.955 / 6.247 eV.

CARTESIAN COORDINATES (ANGSTROEM)
1 Mn 1.657 -0.517 -0.241
2 Cl 2.303 1.214 -1.733
3 C 0.802 0.539 -2.361
4 C 0.288 -0.404 -1.475
5 C -0.965 -0.985 -1.716
6 Cl -1.646 -2.005 -0.543
7 C -1.601 -0.702 -2.919
8 Cl -3.084 -1.435 -3.292
9 C -1.010 0.209 -3.835
10 Cl -1.784 0.552 -5.280
11 C 0.226 0.865 -3.555
12 Cl 0.935 1.974 -4.620
13 Cl 1.587 -2.428 1.167
14 C 0.945 -1.084 2.108
15 C 0.837 0.054 1.312
16 C 0.235 1.213 1.822
17 Cl -0.037 2.531 0.788
18 C -0.111 1.236 3.168
19 Cl -0.775 2.638 3.854
20 C 0.085 0.080 3.970
21 Cl -0.343 0.111 5.588
22 C 0.620 -1.129 3.432
23 Cl 0.836 -2.527 4.362

How is the electron density shared among the atoms? According to Löwdin, the charges in e are:
1. Mn 0.62
2. Cl 0.88
3. C -0.61
4. C -0.26
5. C -0.66
6. Cl 0.82
7. C -0.68
8. Cl 0.81
9. C -0.63
10. Cl 0.88
11. C -0.69
12. Cl 0.83
13. Cl 0.88
14. C -0.61
15. C -0.26
16. C -0.66
17. Cl 0.82
18. C -0.68
19. Cl 0.81
20. C -0.64
21. Cl 0.88
22. C -0.69
23. Cl 0.83

4.
Entry from the Open Molecules 2025 dataset: a single C4H6N2 molecule (ωB97M-V/def2-TZVPD).

The value obtained for the LUMO energy (alpha / beta) is 0.9 / 0.9 eV. The HOMO-LUMO gap (alpha / beta) is 6.962 / 6.963 eV.

CARTESIAN COORDINATES (ANGSTROEM)
1 C 1.531 -1.144 0.531
2 N 0.415 -0.479 0.156
3 C -0.466 0.214 1.017
4 C -1.321 0.933 0.253
5 N -1.113 0.601 -1.066
6 C -0.062 -0.312 -1.082
7 H -1.028 1.359 -1.729
8 H 1.885 -0.923 1.527
9 H 2.246 -1.270 -0.273
10 H -0.386 0.118 2.088
11 H -2.062 1.663 0.545
12 H 0.360 -0.760 -1.966

How is the electron density shared among the atoms? According to Löwdin, the charges in e are:
1. C -0.09
2. N -0.20
3. C -0.04
4. C -0.11
5. N 0.01
6. C -0.12
7. H 0.14
8. H 0.02
9. H 0.03
10. H 0.12
11. H 0.11
12. H 0.13